18
Properties=species:S:1:pos:R:3:forces:R:3:mulliken_charge:R:1 method="wB97M-V/def2-TZVPD" energy_ev=-57941.9255 orbital_gap_ev=5.921 de_lowest_kj_mol=0.0 charge=-1
K 0.931 -1.962 -0.618 0.005 -0.073 -0.021 0.8098
N -2.308 0.282 0.053 -0.008 -0.002 0.014 -0.0842
C -2.512 -1.086 0.095 0.029 0.019 -0.019 0.3333
N -3.712 -1.603 0.335 0.024 -0.010 0.129 -0.4887
N -3.506 -2.933 0.302 -0.061 0.010 -0.206 -0.4647
N -2.269 -3.187 0.032 0.046 0.004 0.199 -0.4710
N -1.587 -2.020 -0.095 0.007 -0.041 -0.108 0.1431
C -1.139 0.978 -0.168 -0.013 -0.029 -0.011 0.3128
N -1.128 2.311 -0.179 0.002 0.010 -0.091 -0.4517
N 0.148 2.631 -0.431 0.012 0.019 0.143 -0.6183
N 0.857 1.559 -0.549 -0.003 -0.031 -0.131 -0.3187
N 0.068 0.464 -0.394 -0.027 0.115 0.090 0.0442
H -3.123 0.848 0.211 0.000 0.002 0.001 0.2079
Cl 4.048 -0.831 -0.320 -0.028 -0.033 0.002 -0.2319
C 3.723 0.801 0.346 -0.060 0.015 0.077 0.1521
Cl 5.122 1.856 0.123 -0.019 0.014 -0.011 -0.1850
H 3.549 0.682 1.409 0.051 -0.014 -0.007 0.2572
H 2.837 1.208 -0.153 0.042 0.026 -0.051 0.0539

88
Properties=species:S:1:pos:R:3:forces:R:3:mulliken_charge:R:1 method="wB97M-V/def2-TZVPD" energy_ev=-83263.3268 smiles="O=C(O)CCN(F)S(=O)(=O)F.Fc1ccccc1.Fc1ccccc1.Fc1ccccc1.Fc1ccccc1.Fc1ccccc1.Fc1ccccc1" orbital_gap_ev=9.441 charge=0
O -1.065 2.084 -3.346 0.018 0.473 0.152 -0.5313
C -0.782 0.944 -3.531 -0.085 -0.210 -0.014 0.6777
O -1.725 -0.017 -3.398 0.074 -0.211 -0.171 -0.5256
C 0.608 0.430 -3.840 -0.192 -0.040 0.200 -0.6107
C 1.624 1.530 -4.113 0.413 -0.380 0.302 -0.9975
N 1.994 1.734 -5.514 0.602 0.312 0.041 0.1755
F 2.040 0.519 -6.196 -0.360 -0.079 0.048 -0.2076
S 1.128 2.882 -6.371 -0.347 0.219 0.375 1.1455
O 1.787 4.114 -6.140 -0.099 -0.196 -0.084 -0.5437
O -0.275 2.758 -6.216 0.054 -0.166 -0.302 -0.5020
F 1.512 2.359 -7.773 0.028 0.130 -0.157 -0.1909
H -1.360 -0.871 -3.667 -0.091 0.061 0.106 0.3523
H 0.566 -0.318 -4.632 0.119 0.103 -0.072 0.5022
H 0.923 -0.106 -2.939 0.003 0.011 -0.068 0.4136
H 2.557 1.291 -3.599 -0.043 -0.017 -0.102 0.3986
H 1.282 2.484 -3.706 -0.111 0.018 -0.216 0.4429
F 0.616 0.135 -0.377 0.005 -0.016 -0.035 -0.3673
C -0.347 0.868 0.242 -0.128 0.114 0.049 0.4222
C -1.404 0.212 0.836 0.022 -0.171 -0.018 -0.6439
C -2.385 0.967 1.462 0.065 0.048 -0.068 -0.3801
C -2.300 2.352 1.477 -0.018 0.014 0.023 -0.5478
C -1.227 2.986 0.867 -0.037 -0.055 0.036 -0.4578
C -0.235 2.242 0.245 0.133 0.053 -0.061 -0.2927
H -1.455 -0.869 0.807 0.013 0.010 0.013 0.4784
H -3.218 0.472 1.937 -0.014 -0.024 -0.008 0.4791
H -3.071 2.935 1.964 -0.006 -0.002 -0.007 0.4943
H -1.160 4.066 0.871 0.011 0.007 -0.006 0.3846
H 0.611 2.716 -0.234 -0.014 -0.013 -0.026 0.4260
F -4.490 0.625 3.847 -0.085 0.017 0.037 -0.2266
C -4.970 -0.492 4.444 0.011 -0.130 0.029 0.4988
C -4.094 -1.276 5.163 0.186 -0.012 0.005 -0.4482
C -4.572 -2.432 5.758 -0.243 0.074 0.021 -0.3665
C -5.909 -2.784 5.626 -0.021 0.029 -0.026 -0.7607
C -6.772 -1.972 4.901 0.085 -0.046 0.010 -0.3473
C -6.304 -0.810 4.302 -0.082 0.076 -0.064 -0.4035
H -3.053 -0.987 5.240 -0.012 0.024 -0.004 0.4696
H -3.901 -3.057 6.322 0.032 -0.026 0.050 0.4403
H -6.276 -3.692 6.084 -0.008 0.011 0.017 0.4025
H -7.813 -2.245 4.794 -0.012 0.016 0.006 0.3754
H -6.957 -0.163 3.731 0.017 0.003 -0.005 0.3985
F 2.895 -1.907 -4.892 -0.009 -0.001 0.012 -0.2790
C 4.223 -1.954 -5.157 0.128 0.010 -0.024 0.4020
C 5.029 -2.730 -4.350 -0.031 -0.063 0.112 -0.5888
C 6.389 -2.781 -4.619 0.013 0.041 -0.051 -0.2945
C 6.918 -2.057 -5.679 0.030 0.007 -0.007 -0.6776
C 6.085 -1.282 -6.475 0.023 -0.061 0.087 -0.3284
C 4.723 -1.228 -6.220 -0.070 0.048 -0.067 -0.3856
H 4.595 -3.280 -3.526 -0.021 -0.009 -0.023 0.4662
H 7.037 -3.386 -3.999 -0.006 0.007 0.025 0.4383
H 7.980 -2.096 -5.882 0.002 0.000 -0.001 0.3999
H 6.497 -0.713 -7.297 -0.012 -0.002 -0.017 0.3730
H 4.058 -0.635 -6.831 -0.018 0.001 0.019 0.4576
F 8.411 -3.158 -1.839 -0.001 -0.020 -0.001 -0.3330
C 8.297 -1.902 -1.357 -0.029 0.198 0.059 0.3862
C 9.438 -1.145 -1.186 0.143 -0.069 -0.045 -0.5164
C 9.315 0.147 -0.696 -0.075 -0.005 0.011 -0.3027
C 8.065 0.660 -0.379 0.001 0.026 0.008 -0.5219
C 6.932 -0.122 -0.557 0.082 0.024 -0.009 -0.4123
C 7.043 -1.412 -1.054 -0.145 -0.111 -0.024 -0.2459
H 10.404 -1.567 -1.433 -0.014 -0.012 -0.013 0.4151
H 10.200 0.753 -0.561 0.014 -0.009 0.004 0.3571
H 7.974 1.666 0.006 -0.002 0.001 0.000 0.3774
H 5.956 0.273 -0.308 -0.012 -0.005 -0.011 0.4029
H 6.170 -2.032 -1.208 0.023 -0.024 -0.004 0.4056
F -2.339 -4.416 5.448 0.162 -0.144 -0.027 -0.3688
C -1.754 -4.163 4.256 -0.001 0.068 -0.088 0.3488
C -0.528 -3.532 4.237 0.061 0.045 0.090 -0.4587
C 0.061 -3.264 3.010 -0.053 -0.020 -0.039 -0.3100
C -0.582 -3.621 1.832 0.006 0.006 -0.021 -0.6958
C -1.818 -4.252 1.881 0.059 0.036 0.027 -0.3296
C -2.414 -4.531 3.102 -0.111 -0.046 -0.015 -0.2980
H -0.049 -3.256 5.167 -0.011 -0.021 0.007 0.4440
H 1.025 -2.773 2.975 0.001 0.017 0.008 0.3857
H -0.119 -3.407 0.878 0.008 0.000 -0.005 0.4692
H -2.323 -4.527 0.965 -0.008 -0.017 -0.001 0.3830
H -3.375 -5.023 3.165 -0.003 0.020 0.023 0.4341
F -5.743 7.096 4.495 0.005 0.011 0.004 -0.3184
C -6.229 5.920 4.048 -0.030 -0.087 -0.037 0.4026
C -7.428 5.912 3.364 -0.069 0.087 -0.027 -0.5196
C -7.921 4.700 2.904 0.052 -0.044 0.027 -0.3408
C -7.221 3.524 3.138 -0.009 -0.025 -0.008 -0.5302
C -6.019 3.558 3.833 -0.072 0.093 -0.024 -0.0277
C -5.512 4.766 4.291 0.088 -0.010 0.047 -0.6921
H -7.958 6.840 3.197 0.023 0.009 0.003 0.4147
H -8.856 4.675 2.359 -0.011 0.011 0.004 0.3740
H -7.612 2.582 2.777 0.004 -0.001 -0.006 0.3690
H -5.473 2.646 4.019 0.024 -0.010 -0.001 0.4004
H -4.575 4.819 4.828 -0.013 0.019 0.013 0.4422